1.
The following is a quantum chemistry calculation of 2 unconnected molecules or ions with the total composition CH2ClNO2S2, from OMol25.

## Properties
HOMO: -10.7 eV
spin multiplicity: 1

Structure (XYZ):
```
9
Properties=species:S:1:pos:R:3:forces:R:3
C 3.040 -0.525 0.285 -0.4 0.9 1.6
N -0.037 1.026 -0.363 0.8 1.5 -1.5
O -0.670 -1.034 0.678 -1.5 -0.5 1.1
O 1.971 -1.036 0.399 1.6 0.0 -0.8
S 4.169 -0.071 1.611 2.0 2.8 -4.2
S -0.946 0.389 0.627 1.6 -1.5 -1.0
Cl 3.687 0.320 -1.138 -0.4 -0.4 -0.3
H 0.639 0.450 -0.951 -1.3 0.6 1.3
H 3.738 -0.792 2.467 -2.3 -3.3 3.8
```
Forces are in eV/Å.

---

2.
The following is a quantum chemistry calculation of a single CH2ClNOS2 molecule, from OMol25.

## Properties
HOMO: -9.6 eV
SMILES: O=CN(Cl)SS
spin multiplicity: 1

Structure (XYZ):
```
8
Properties=species:S:1:pos:R:3:forces:R:3
O 2.825 1.463 0.517 -1.2 0.6 -1.0
C 1.862 1.321 -0.149 0.4 -4.6 0.6
N 1.432 -0.221 -0.560 1.9 1.6 1.4
Cl 2.428 -1.487 0.202 -0.2 0.9 -0.2
S -0.038 -0.719 -1.004 -1.3 0.7 -0.6
S -1.445 -0.540 0.551 0.5 -1.8 -0.1
H 1.054 1.881 -0.575 -0.2 1.0 -0.3
H -1.497 -1.936 0.767 0.0 1.6 0.0
```
Forces are in eV/Å.

---

3.
The following is a quantum chemistry calculation of a single CH2ClNOS2 molecule, from OMol25.

## Properties
HOMO (alpha / beta): -9.5 / -9.5 eV
spin multiplicity: 1

Structure (XYZ):
```
8
Properties=species:S:1:pos:R:3:forces:R:3
C 0.781 -0.525 0.735 1.2 0.6 -0.5
N 1.135 -0.035 -0.406 -1.2 -0.5 0.4
O -0.351 -0.626 1.375 -1.9 1.3 -0.4
S -0.326 2.365 -1.170 0.1 -0.6 0.0
S 0.087 0.530 -1.561 -0.4 0.5 0.0
Cl -1.807 -0.707 -1.255 0.5 0.3 0.0
H 1.632 -0.891 1.308 -0.3 -0.2 0.2
H -1.152 -0.112 0.975 2.0 -1.4 0.3
```
Forces are in eV/Å.

---

4.
The following is a quantum chemistry calculation of a molecular structure, CH2ClOP, from OMol25.

## Properties
HOMO: -9.0 eV
spin multiplicity: 1

Structure (XYZ):
```
6
Properties=species:S:1:pos:R:3:forces:R:3
C -1.588 0.232 -1.090 -5.5 -0.5 5.0
O -2.862 0.094 0.314 4.3 0.3 -5.0
P -0.325 0.725 -0.137 1.9 0.1 1.7
Cl -2.079 0.567 -2.584 -0.3 -0.2 -1.1
H 0.961 0.369 -0.641 -0.4 0.0 -0.3
H -0.429 -0.112 0.993 0.0 0.2 -0.3
```
Forces are in eV/Å.

---

5.
The following is a quantum chemistry calculation of 2 unconnected molecules or ions with the total composition CH2ClOP, from OMol25.

## Properties
HOMO: -9.1 eV
SMILES: O=C=P.Cl
spin multiplicity: 1

Structure (XYZ):
```
6
Properties=species:S:1:pos:R:3:forces:R:3
O 1.861 -2.210 0.294 0.3 -2.4 0.5
C 1.548 -1.148 0.082 -0.2 1.7 -0.2
P 1.390 0.450 -0.339 0.5 0.9 -0.8
H 0.270 0.588 0.455 -0.6 -0.1 0.3
Cl -1.179 0.066 2.652 -4.2 0.0 0.6
H -0.009 0.051 2.491 4.2 0.0 -0.5
```
Forces are in eV/Å.

---

6.
The following is a quantum chemistry calculation of a single CH2ClOP molecule, from OMol25.

## Properties
HOMO (alpha / beta): -7.7 / -7.7 eV
spin multiplicity: 1

Structure (XYZ):
```
6
Properties=species:S:1:pos:R:3:forces:R:3
C 0.933 -0.063 0.750 -0.4 1.0 1.7
O -1.845 0.758 -2.127 0.3 0.7 2.2
P -1.504 0.909 -0.682 0.4 -0.6 -2.2
Cl -0.191 -0.844 -0.382 0.1 -1.1 0.0
H 0.630 -0.395 1.758 -0.3 0.1 -0.5
H 1.977 -0.365 0.683 -0.2 -0.1 -1.2
```
Forces are in eV/Å.

---

7.
The following is a quantum chemistry calculation of a single CH2ClPS molecule, from OMol25.

## Properties
HOMO (alpha / beta): -7.8 / -7.9 eV
spin multiplicity: 1

Structure (XYZ):
```
6
Properties=species:S:1:pos:R:3:forces:R:3
C -0.310 -0.058 0.124 -2.1 -1.1 -0.3
P -3.435 -0.778 -0.016 2.5 -2.1 0.0
S -1.859 0.594 -0.061 0.7 0.4 0.3
Cl -5.072 0.269 0.028 -1.5 1.7 0.0
H 0.006 -1.076 0.110 -0.7 -0.9 0.0
H 0.529 0.530 0.228 1.1 2.1 0.1
```
Forces are in eV/Å.

---

8.
The following is a quantum chemistry calculation of a molecular structure, CH2ClPS, from OMol25.

## Properties
HOMO: -9.0 eV
spin multiplicity: 1

Structure (XYZ):
```
6
Properties=species:S:1:pos:R:3:forces:R:3
C 0.487 0.003 0.426 -0.9 2.2 -0.1
P -1.288 0.632 0.021 0.8 -0.3 0.5
S -1.979 -0.619 -1.222 -0.4 -0.3 -0.1
Cl 1.249 0.493 -1.135 0.5 0.1 0.7
H 0.643 -1.010 0.583 -0.1 -2.0 -0.1
H 0.888 0.501 1.327 0.1 0.3 -0.8
```
Forces are in eV/Å.

---

9.
The following is a quantum chemistry calculation of a single CH2F2 molecule, from OMol25.

## Properties
HOMO: -12.6 eV
SMILES: FCF
spin multiplicity: 1

Structure (XYZ):
```
5
Properties=species:S:1:pos:R:3:forces:R:3
F 1.160 -0.237 -0.011 -0.9 0.4 -1.1
C -0.024 0.486 -0.017 1.6 -4.0 6.0
F -1.105 -0.290 0.001 -1.7 -2.9 -0.2
H -0.269 0.998 -0.784 0.3 4.6 -5.6
H -0.085 0.832 0.976 0.6 2.0 0.9
```
Forces are in eV/Å.

---

10.
The following is a quantum chemistry calculation of a molecular structure, CH2F2IP, from OMol25.

## Properties
HOMO: -10.2 eV
spin multiplicity: 1

Structure (XYZ):
```
7
Properties=species:S:1:pos:R:3:forces:R:3
C 1.872 0.308 -0.421 -0.2 -0.1 3.4
F 1.659 0.385 1.417 0.9 0.0 -3.3
F 2.300 1.476 -0.782 0.5 0.7 0.3
P 0.177 0.015 -0.845 -1.6 0.0 0.5
I 3.191 -1.235 -0.690 0.6 -0.4 0.0
H -0.234 0.972 0.210 0.0 -1.1 -0.8
H 0.175 -1.259 -0.163 -0.3 0.9 0.0
```
Forces are in eV/Å.

---

Calculated total energy in eV, matching the order above: -40845.642; -38797.817; -38798.770; -24921.291; -24926.767; -24924.487; -33714.069; -33715.205; -6503.210; -23891.119